No. 1
DFT (ωB97M-V/def2-TZVPD) results for C18H44AgBN2O7Pd2S3 as an isolated structure in a non-equilibrium geometry.

Summary:
HOMO-LUMO gap (spin up / spin down) in Eh: 0.2367 / 0.2311
Energy in eV: -80819.9044
HOMO level (spin up / spin down) in eV: -8.1367 / -7.9813
2S+1: 5
⟨S²⟩: 6.0120

Geometry as XYZ:
```
78
Properties=species:S:1:pos:R:3:forces:R:3:lowdin_spin:R:1
Ag -2.67102 1.57637 3.19101 1.7 0.3 -0.4 0.00
Pd 1.14303 3.42631 -1.14142 -0.2 -0.7 1.3 1.58
Pd 0.44193 2.44284 2.03188 -1.2 0.6 -1.1 1.44
O -0.70235 0.51165 2.33643 -0.3 0.8 -0.2 0.07
C -0.30725 -0.30235 1.26576 -0.2 0.0 -0.1 0.01
C 0.02144 0.39672 -0.08017 -0.2 0.3 -1.1 0.02
O 0.81466 1.54111 -0.03237 -0.2 0.3 1.9 0.25
H -1.12715 -0.96833 0.95417 0.1 -0.4 0.3 0.00
H 0.52862 -0.90044 1.64975 0.2 -0.2 -0.4 0.00
H -0.93869 0.58125 -0.60295 -0.2 0.4 0.4 0.00
H 0.48761 -0.28524 -0.81689 0.1 -0.5 0.5 0.00
O 0.16272 4.27500 0.75547 0.6 -0.8 1.5 0.16
C -0.68626 5.16903 1.41274 -1.1 -0.8 -0.7 0.02
C -1.41146 4.66538 2.72843 -0.1 0.5 1.0 0.02
O -1.03168 3.42101 3.29386 0.1 -0.8 -1.3 0.21
H -1.52910 5.30915 0.72294 -0.1 0.6 -0.1 0.00
H -0.24690 6.14213 1.63655 0.3 0.0 -0.1 0.00
H -2.50713 4.74120 2.65135 -0.1 -0.5 -0.8 0.00
H -1.30539 5.43188 3.51223 0.7 0.0 0.0 0.01
B 3.32545 3.82510 -0.56865 0.3 0.2 0.9 0.04
H 3.14296 2.73851 -0.17975 -0.1 -1.4 0.5 0.02
H 2.70371 4.57505 0.06644 -0.5 1.0 0.9 0.00
H 4.44416 4.08946 -0.45745 1.2 0.2 0.0 0.02
H 3.00600 3.85922 -1.67193 0.2 0.5 -2.1 0.01
C -6.04270 -2.97342 0.55448 -0.7 -0.6 0.1 0.00
C -5.59145 -1.69070 1.25757 0.4 -0.5 -1.0 0.00
C -4.52976 -0.94866 0.42272 0.4 -0.2 -1.0 0.00
C -4.93652 -0.17825 -0.76469 -0.5 0.6 0.6 0.00
N -5.17723 0.47970 -1.67604 0.0 -0.2 0.0 0.00
H -5.41707 -3.83080 0.80455 0.3 0.2 -0.2 0.00
H -6.13716 -2.89412 -0.52987 0.3 0.2 0.0 0.00
H -7.04312 -3.28623 0.86660 0.0 0.2 0.2 0.00
H -5.06733 -1.97811 2.16637 -0.3 0.2 0.3 0.00
H -6.47661 -1.09340 1.45824 0.3 0.4 0.2 0.00
H -3.85297 -1.62703 -0.11646 0.0 -0.6 0.8 0.00
H -3.85998 -0.34009 1.02758 -0.1 0.3 0.1 0.00
C 1.15618 -4.12847 2.18143 0.7 -1.1 0.9 0.00
C 2.21235 -5.29591 2.17611 -2.1 0.5 -1.0 0.00
C 2.07617 -6.05272 0.84400 1.1 -0.5 -0.2 0.00
C 1.12772 -7.17495 0.86800 -0.1 0.7 -0.3 0.00
N 0.34793 -8.01561 0.82902 0.0 -0.2 0.2 0.00
H 1.23994 -3.33636 1.44078 0.4 0.0 0.1 0.00
H 1.17493 -3.78215 3.21524 -0.2 0.7 -0.2 0.00
H 0.18065 -4.60013 2.04321 -0.1 0.1 -0.1 0.00
H 1.77886 -5.93885 2.94095 0.8 -0.2 0.3 0.00
H 3.25069 -5.02935 2.33765 -0.1 0.3 0.2 0.00
H 3.04730 -6.47404 0.56439 0.0 -0.2 0.1 0.00
H 1.87010 -5.37788 0.01213 -0.4 0.0 0.1 0.00
C 3.45642 -1.06944 2.87968 0.4 -0.3 -1.8 0.00
S 4.77618 -1.41771 1.66026 1.4 -0.7 -0.1 0.00
O 5.04856 -2.90433 1.57865 -0.6 0.9 0.3 0.00
C 3.87113 -1.05491 0.15078 -1.5 -0.1 0.7 0.00
H 3.31413 0.00425 2.76361 -0.3 0.0 0.3 0.00
H 3.78605 -1.37010 3.86627 0.0 0.0 0.0 0.00
H 2.63294 -1.64126 2.45414 -0.4 0.1 0.7 0.00
H 3.35830 -0.09133 0.22993 0.4 0.3 -0.2 0.00
H 3.04912 -1.78015 0.12854 0.2 -0.2 -0.1 0.00
H 4.47027 -1.16885 -0.74450 0.4 0.1 0.2 0.00
C -3.13052 3.15050 -1.47905 -0.4 -0.7 0.7 0.00
S -1.95733 3.22814 -2.82768 -0.1 0.0 1.6 0.02
O -0.67919 3.56571 -2.11169 -1.2 0.0 -1.3 0.03
C -2.04769 1.46126 -3.29597 0.7 0.1 -0.5 0.00
H -2.74068 2.62729 -0.59640 0.6 -0.6 -0.6 0.00
H -3.94332 2.55061 -1.89483 -0.4 0.5 0.4 0.00
H -3.39067 4.08014 -0.97203 -0.2 0.5 -1.1 0.00
H -2.88275 1.26856 -3.97057 -0.1 0.5 0.0 0.00
H -2.08699 0.67606 -2.54260 0.2 0.5 0.5 0.00
H -1.11895 1.39756 -3.86998 -0.1 -0.4 0.0 0.00
C 1.78608 0.77736 -5.12367 0.6 -0.7 0.9 0.01
S 2.70823 1.75802 -3.89380 -0.1 0.0 0.6 0.01
O 1.65781 2.47592 -3.09842 -0.3 -0.4 -0.7 0.05
C 3.38867 0.42578 -2.84415 0.1 1.0 -0.7 0.00
H 1.05481 0.15624 -4.60430 -0.3 0.3 0.0 0.00
H 2.48954 0.06160 -5.55465 0.1 0.3 -0.3 0.00
H 1.36563 1.44338 -5.86774 -0.1 0.0 0.0 0.00
H 3.89464 -0.14354 -3.62516 0.1 -0.6 0.6 0.00
H 2.67800 -0.07736 -2.19312 -0.4 -0.2 -0.5 0.00
H 4.10276 0.91612 -2.18289 0.1 0.1 -0.2 0.00
```
Forces are in eV/Å.

---

No. 2
DFT (ωB97M-V/def2-TZVPD) results for one molecule with the formula C18H19F3N4O6 in a non-equilibrium geometry.

Summary:
HOMO-LUMO gap in Eh: 0.3318
Energy in eV: -45370.0149
Energy above the lowest of the compared OMol25 structures with the same formula, charge and spin in eV: 0.0000
HOMO level in eV: -8.6645
2S+1: 1

Geometry as XYZ:
```
50
Properties=species:S:1:pos:R:3:forces:R:3:nbo_charge:R:1
O -3.03944 -1.44646 2.64814 2.2 -1.4 0.7 -0.62
O 3.56672 2.56239 -4.20633 -0.6 1.0 0.2 -0.56
F -1.78684 0.68682 -1.31110 -0.3 0.4 -0.9 -0.31
F 1.86172 2.27984 1.30241 -0.3 -0.4 -0.3 -0.30
F 1.44801 0.09509 3.03733 -0.2 0.5 -0.6 -0.31
N 0.57792 -4.55162 -0.08619 0.6 0.6 -1.1 -0.20
O 2.84775 4.63656 -3.59397 0.4 -1.3 -0.3 -0.69
O 0.81532 -3.89271 -1.34687 -0.4 0.6 -0.2 -0.31
O 0.58590 5.59712 -1.88101 -0.1 -0.6 -0.5 -0.77
O -1.99659 -3.23384 3.56942 0.5 -0.3 -0.3 -0.48
C -1.99857 -2.06175 2.91878 -2.6 2.4 -1.1 0.89
C 2.69997 3.28380 -3.77426 0.5 -0.2 -0.1 0.79
C -0.69395 -4.43211 0.09430 -1.1 0.7 0.1 0.32
C -0.36494 -3.36820 -1.81984 0.1 -1.8 1.9 0.16
C -1.34380 -3.73643 -0.96989 -0.4 0.4 -0.5 -0.39
C -1.18102 -0.42231 0.59674 -0.4 -0.6 0.4 -0.26
C -0.95468 0.59553 -0.28916 0.5 -0.7 1.4 0.37
C 0.91480 1.36686 1.03183 -1.1 -1.5 0.4 0.32
C 0.68340 0.29302 1.93111 -0.3 -0.2 0.0 0.31
C 0.08260 1.48849 -0.11620 0.6 0.8 0.7 0.09
C -0.39824 -0.60105 1.73485 0.0 0.8 -0.8 0.11
N 0.24238 2.51658 -1.03155 1.2 -0.1 -0.5 -0.50
N -1.38363 -4.79626 1.21601 0.4 -0.6 1.3 -0.61
N -0.71916 -1.65964 2.61366 0.0 -0.1 0.3 -0.46
C -0.16969 5.01069 -0.80299 -0.8 0.6 -0.3 -0.08
C 1.37254 2.77829 -3.25447 -0.1 -0.3 -0.6 -0.54
C -0.73036 3.60892 -1.08423 0.7 -0.4 0.3 -0.23
C 1.54325 2.52985 -1.77425 -1.1 0.6 1.2 -0.20
C -0.71748 -5.05302 2.51856 -0.4 -0.4 -0.4 -0.24
C 0.22527 -2.69901 2.95768 0.8 0.5 0.2 -0.24
C -0.69284 -3.83037 3.43287 0.5 -0.5 0.1 0.07
H 2.07591 4.89986 -3.07877 -0.3 0.6 0.2 0.50
H 0.87206 6.49368 -1.66310 -0.2 -0.3 0.2 0.49
H -0.47981 -2.82716 -2.73274 0.8 0.1 -0.4 0.22
H -2.40791 -3.54924 -1.04706 0.2 0.1 0.0 0.23
H -2.00532 -1.09901 0.38661 0.2 0.1 0.2 0.25
H -2.37998 -4.57909 1.22766 0.7 -0.1 0.1 0.41
H 0.47107 5.02686 0.05452 0.2 -0.4 0.8 0.18
H -1.05662 5.63329 -0.58636 0.4 0.0 -0.1 0.17
H 0.60371 3.51996 -3.44578 -0.1 0.1 0.0 0.22
H 1.09037 1.84625 -3.75992 0.1 0.3 0.1 0.24
H -1.53013 3.41129 -0.32769 0.8 0.1 -0.5 0.23
H -1.20243 3.53516 -2.04927 -0.5 0.6 -0.5 0.20
H 2.03810 1.56420 -1.65585 -0.1 0.1 0.3 0.22
H 2.17029 3.29776 -1.30785 0.2 -0.1 -0.2 0.19
H 0.32463 -5.39172 2.37448 -0.5 0.3 -0.3 0.24
H -1.20102 -5.90166 3.03873 -0.1 0.5 -0.3 0.21
H 0.85104 -2.39622 3.81952 0.0 0.0 -0.7 0.21
H 0.84236 -2.89312 2.05924 -0.2 -0.4 0.6 0.23
H -0.37264 -4.13619 4.43222 -0.2 -0.1 -0.1 0.20
```
Forces are in eV/Å.

---

No. 3
DFT (ωB97M-V/def2-TZVPD) results for CHClO2S as an isolated structure in a non-equilibrium geometry.

Summary:
HOMO-LUMO gap in Eh: 0.3149
Energy in eV: -28501.9761
Energy above the lowest of the compared OMol25 structures with the same formula, charge and spin in eV: 2.8596
HOMO level in eV: -10.2186
2S+1: 1

Geometry as XYZ:
```
6
Properties=species:S:1:pos:R:3:forces:R:3:nbo_charge:R:1
C -0.27816 0.02889 0.02502 -0.4 -2.1 -0.7 0.08
O 2.17769 0.51480 -0.61139 0.0 0.3 0.4 -0.83
O -1.62923 0.15998 0.09389 3.4 -0.5 -2.7 -0.63
S 0.92895 1.11920 -0.16511 -0.5 -0.8 -0.4 1.15
Cl 0.67071 -2.10893 -0.31367 -1.6 2.9 0.5 -0.27
H -1.86996 0.28607 0.97126 -1.0 0.1 2.9 0.50
```
Forces are in eV/Å.